C15H31GdN5O7 as an isolated structure in a non-equilibrium geometry, computed with wB97M-V/def2-TZVPD.

Structure (XYZ):
```
59
Properties=species:S:1:pos:R:3:forces:R:3
O 1.116435 3.104478 -2.080189 -1.633 -0.934 -0.111
H 0.655146 3.624078 -2.775094 0.855 -0.607 0.597
Gd 0.184776 1.307455 -0.704801 0.340 3.057 3.630
N -1.772933 -0.091994 0.483197 -1.084 -0.650 0.905
N -2.192897 2.113502 -0.653066 0.494 1.143 0.740
N 1.370965 -0.757763 0.182392 2.907 -1.345 -0.288
N 2.606710 1.245999 -0.811758 2.000 -0.905 -1.365
O -1.471492 -1.036285 1.346549 -0.610 0.408 -1.166
O 0.786516 -1.953002 0.592975 -0.941 0.862 0.266
O 3.209123 2.112170 -1.636321 -0.881 -0.274 0.360
O -2.067545 3.374743 -0.461458 -0.283 -1.422 -0.909
C -3.328117 1.517204 -0.183739 0.792 0.174 0.395
C -3.089427 0.282447 0.479851 1.124 0.229 -0.326
C 2.720273 -0.876927 0.120527 -3.222 0.273 1.092
C 3.399148 0.268867 -0.410292 -0.636 1.690 -0.201
C -4.153309 -0.360879 1.307360 0.039 -0.174 -0.138
H -4.422052 0.287965 2.153759 0.109 -0.164 -0.172
H -3.820328 -1.329991 1.688581 -0.087 0.249 -0.097
H -5.051739 -0.484371 0.692443 0.096 -0.026 0.170
C -4.544953 2.342918 -0.069827 -0.524 0.676 -0.168
H -4.321635 3.288933 -0.588482 -0.315 -0.311 0.307
H -4.804892 2.585936 0.976872 0.136 -0.207 -0.392
H -5.422629 1.886579 -0.548778 0.259 -0.072 0.226
C 3.462290 -2.055597 0.639224 0.032 -0.681 -0.006
C 4.865638 0.386085 -0.546769 0.904 -0.171 -0.180
H 2.770125 -2.834463 0.977305 0.290 0.292 -0.110
H 4.121650 -1.774189 1.474138 -0.266 0.131 -0.206
H 4.125385 -2.488010 -0.123640 -0.228 0.178 0.061
H 5.209992 1.352219 -0.152591 -0.227 -0.167 -0.157
H 5.204632 0.351440 -1.594551 -0.278 0.056 0.230
H 5.401673 -0.402158 -0.008259 -0.237 0.112 -0.088
H -0.136553 -1.631688 0.922650 0.630 -0.412 -0.160
H 2.147485 2.582025 -2.169848 0.625 1.206 0.464
C -0.093454 -0.144145 -2.276882 -2.080 -1.350 -3.586
H -1.183479 -0.356825 -2.170229 0.847 0.172 0.272
H 0.563612 -0.958538 -2.258513 0.863 -1.251 0.361
H 0.140627 0.590573 -3.063229 0.005 0.083 0.322
O 0.240077 -3.599862 -1.734148 -0.254 0.247 -0.004
H 0.255292 -3.109720 -0.895280 0.058 -0.265 -0.036
H -0.583000 -4.107294 -1.739021 0.264 0.106 0.043
O 0.416460 1.885256 1.759754 0.104 0.757 -4.108
C 0.315824 1.575115 2.919380 -0.070 -0.583 3.930
C 0.851422 2.476438 4.057822 -0.101 -0.624 -1.276
C -0.247461 2.997912 4.984331 0.160 0.320 0.512
C -0.669782 2.053320 6.115151 -0.185 0.094 -0.144
C -1.280441 0.755760 5.599715 0.076 -0.127 0.159
C -0.335444 -0.033716 4.707978 0.256 -0.368 -0.616
N -0.243747 0.427620 3.311408 -0.577 -0.572 -0.731
H 1.547396 1.816779 4.594948 0.110 0.514 0.113
H 1.395886 3.307152 3.572903 -0.201 -0.494 0.304
H 0.175335 3.896853 5.446685 -0.313 0.014 -0.074
H -1.140463 3.295782 4.412068 0.318 0.010 0.062
H 0.178581 1.833780 6.783309 -0.110 0.025 -0.294
H -1.414063 2.565282 6.734180 0.118 -0.011 -0.040
H -1.499795 0.106667 6.449816 -0.170 0.060 0.039
H -2.226861 0.949065 5.073397 0.207 -0.067 0.076
H 0.686621 -0.016329 5.132053 -0.485 -0.257 -0.029
H -0.672933 -1.080516 4.626184 0.247 0.392 0.181
H -0.670031 -0.183170 2.550436 0.732 0.960 1.363
```
Forces are in eV/Å.

HOMO-LUMO gap (alpha / beta)   6.95 / 4.79 eV
2S+1   8
E_tot   -2155.72654 hartree
Total charge   +1
LUMO (alpha / beta)   -4.5 / -6.5 eV


A 5-piece molecular cluster, C15H31N4O2P overall, computed with wB97M-V/def2-TZVPD.

Structure (XYZ):
```
53
Properties=species:S:1:pos:R:3:forces:R:3
C 4.009050 -2.692255 2.627430 -0.777 0.181 0.169
C 3.502440 -2.425054 1.209070 0.694 -0.225 -0.108
C 3.621785 -0.966996 0.740038 -0.625 -0.342 -0.143
C 3.214437 0.130697 1.734279 0.196 0.412 -0.294
O 2.029529 0.801006 1.340653 -0.071 0.140 0.081
P 0.555719 0.067087 1.872215 -0.673 -0.455 0.220
C -1.007296 -0.853730 2.529075 0.470 0.165 0.185
C -0.931191 -2.336590 2.235840 -0.529 -0.192 0.082
C -1.820668 -3.206282 3.138917 0.421 -0.295 -0.236
O -1.317371 -2.537340 0.860958 0.221 0.127 0.010
H 4.900855 -2.116699 2.872290 0.194 -0.171 -0.110
H 4.163511 -3.757420 2.792729 0.245 0.018 -0.021
H 3.244279 -2.391500 3.350062 0.089 0.026 0.061
H 4.109608 -3.028272 0.526829 -0.096 0.007 -0.076
H 2.486516 -2.810591 1.098084 -0.093 0.151 0.104
H 2.943231 -0.845323 -0.109199 0.137 0.041 -0.108
H 4.621751 -0.801040 0.336291 0.120 0.077 0.265
H 3.108344 -0.237328 2.761347 0.032 -0.145 0.011
H 4.004394 0.884508 1.763548 -0.050 0.051 0.083
H 0.982912 0.195574 3.215000 0.322 -0.077 -0.113
H -0.162455 1.125985 1.326431 0.144 0.135 -0.061
H 0.827726 -1.043106 1.039129 0.085 0.014 0.083
H -1.926746 -0.415298 2.146310 -0.057 -0.113 -0.175
H -1.016649 -0.730500 3.616099 -0.021 0.101 0.002
H 0.100439 -2.693474 2.359457 0.093 0.164 -0.015
H -1.975189 -2.762173 4.119744 -0.101 0.043 -0.010
H -2.766706 -3.406029 2.639030 -0.145 0.242 0.123
H -1.339733 -4.176964 3.285232 -0.093 -0.036 0.051
H -0.711930 -3.163747 0.459463 -0.034 -0.107 -0.054
C -4.199987 -1.363685 -0.686785 -0.138 -0.115 -0.019
C -5.551094 -0.825165 -0.571830 -0.090 0.057 0.014
N -6.612836 -0.396306 -0.481547 0.109 -0.042 -0.018
H -3.526679 -0.591698 -1.041849 0.076 0.003 0.024
H -3.848184 -1.711074 0.281773 0.073 0.017 -0.007
H -4.193030 -2.197173 -1.386929 -0.012 -0.019 0.013
C -2.677539 2.624738 -1.847267 0.006 -0.088 0.139
C -2.496887 1.862468 -0.616353 0.048 -0.073 0.114
N -2.355220 1.245235 0.342797 -0.105 0.244 -0.242
H -2.302694 3.636505 -1.709024 -0.026 0.023 -0.010
H -2.130809 2.143801 -2.656584 -0.011 0.005 -0.019
H -3.731598 2.672764 -2.108957 -0.011 0.023 -0.015
C 3.482980 1.816517 -2.174000 -0.076 -0.018 0.039
C 2.967716 1.333858 -3.450442 -0.014 -0.030 -0.094
N 2.561850 0.958904 -4.457118 0.005 0.047 0.098
H 2.734700 1.674712 -1.394178 0.032 -0.006 0.050
H 4.381979 1.266266 -1.903892 0.004 -0.011 0.002
H 3.723509 2.874942 -2.250948 0.008 0.007 0.008
C -1.847974 5.004115 -5.154924 -0.048 -0.017 0.020
C -3.121581 4.581741 -4.581157 -0.142 -0.004 -0.029
N -4.127326 4.249117 -4.137346 0.167 0.052 -0.051
H -1.617094 4.394669 -6.026103 0.016 -0.001 -0.004
H -1.908535 6.048183 -5.454529 0.010 0.008 -0.004
H -1.054233 4.889425 -4.419154 0.020 0.003 -0.012
```
Forces are in eV/Å.

HOMO-LUMO gap   9.28 eV
E_tot   -1300.88467 hartree
Total charge   0
Energy relative to the best compared isomer or geometry (same formula, charge and spin)   0.00 kJ/mol
LUMO   0.2 eV


C15H31N4O5PPdSTe2 as an isolated structure, computed with wB97M-V/def2-TZVPD.

Structure (XYZ):
```
60
Properties=species:S:1:pos:R:3:forces:R:3
Pd 1.787507 0.762190 -0.058289 0.059 0.224 -0.651
C -0.822683 -1.628976 4.119335 0.118 0.041 0.129
N 0.330532 -0.780926 4.355949 -0.140 -0.091 -0.017
C 1.398690 -0.674157 3.461886 0.022 0.020 0.094
N 1.170648 -1.177879 2.228566 -0.387 -0.034 -0.724
O 2.449131 -0.181953 3.851038 0.133 0.058 0.018
H -1.495268 -1.548500 4.974988 0.006 0.019 -0.014
H -0.559342 -2.685184 3.986558 -0.009 -0.004 -0.039
H -1.368195 -1.307110 3.234500 -0.031 -0.012 -0.048
H 0.646512 -0.689324 5.307432 0.004 0.003 -0.069
H 0.216997 -1.384778 1.948904 -0.004 -0.078 0.188
H 1.650114 -0.797690 1.380552 0.373 -0.025 0.685
C -1.099879 -0.726728 -2.566539 0.071 0.092 0.217
N -1.472551 -0.923394 -1.164685 0.013 0.090 -0.484
C -1.662883 0.296813 -0.388990 -0.279 0.139 0.062
C -1.206847 -2.027387 -0.419568 -0.132 0.011 0.186
O -1.296367 -1.956597 0.812749 0.084 -0.106 0.063
N -0.905903 -3.238135 -1.006643 0.036 -0.065 -0.057
C -0.078478 -4.154398 -0.246780 0.025 -0.028 -0.018
C -1.055348 -3.600022 -2.397275 -0.073 0.029 0.075
H -0.837281 0.320114 -2.705364 0.050 0.013 0.055
H -1.918483 -0.966886 -3.253735 -0.007 0.011 0.037
H -0.219667 -1.301516 -2.833291 0.051 -0.051 -0.013
H -1.844302 1.118724 -1.071626 -0.049 0.015 -0.019
H -0.768196 0.544700 0.192514 0.032 -0.065 -0.007
H -2.518277 0.196402 0.279841 0.041 0.005 0.055
H -0.029406 -3.832638 0.788555 -0.016 0.024 -0.037
H 0.936160 -4.170126 -0.659322 0.002 -0.019 0.010
H -0.506500 -5.162261 -0.292270 0.017 -0.008 0.016
H -1.898960 -3.081990 -2.849317 0.065 -0.013 0.021
H -1.269763 -4.672617 -2.437333 -0.003 0.002 -0.010
H -0.148214 -3.411970 -2.980603 0.014 -0.026 -0.034
C -2.858595 3.385743 -2.545318 0.054 -0.001 -0.031
C -1.495454 4.044898 -2.646787 -0.062 0.034 -0.126
O -0.525385 3.391843 -1.838332 -0.022 0.102 0.038
P -0.212312 3.860584 -0.325585 0.103 -0.029 -0.137
O 0.957099 3.113277 0.184196 0.189 -0.206 0.069
Te -0.249140 6.247225 -0.127035 0.091 0.001 0.028
O -1.579621 3.325855 0.365299 -0.129 -0.045 0.234
C -1.621640 3.400305 1.790705 -0.240 -0.011 0.212
C -2.945884 4.006031 2.208440 -0.032 -0.026 -0.126
H -3.554479 3.894297 -3.217739 -0.039 -0.005 0.018
H -3.233698 3.443687 -1.525558 -0.037 0.016 0.026
H -2.804687 2.334716 -2.834635 -0.005 -0.012 -0.013
H -1.554902 5.104323 -2.373383 0.019 -0.094 -0.018
H -1.121098 3.977193 -3.669665 0.027 0.016 -0.048
H -0.801774 4.008922 2.175851 0.083 0.013 -0.077
H -1.506960 2.392490 2.194829 0.069 -0.060 -0.048
H -3.024975 5.015049 1.802122 -0.013 0.010 0.008
H -3.023771 4.051993 3.296161 0.020 -0.011 0.037
H -3.773517 3.404490 1.824806 -0.008 0.021 0.010
Te 2.407407 -1.103516 -1.740646 -0.363 0.160 0.078
C 4.312492 -1.870506 -1.328875 0.345 -0.160 0.188
C 5.209999 -1.470321 -0.374550 0.047 0.029 0.057
C 6.431971 -2.206133 -0.379887 -0.013 0.062 0.053
C 6.471922 -3.172842 -1.336902 -0.148 0.050 -0.011
S 4.997772 -3.182836 -2.227372 -0.075 0.046 -0.054
H 4.974902 -0.664539 0.311477 0.046 -0.069 -0.044
H 7.252049 -2.024333 0.304061 -0.028 0.033 0.013
H 7.268780 -3.863718 -1.557415 0.035 -0.035 -0.008
```
Forces are in eV/Å.

HOMO-LUMO gap   4.85 eV
E_tot   -2589.01257 hartree
Total charge   -2
LUMO   4.2 eV